No. 1
C49H72B2F2HgN8O23S2 | ωB97M-V with the def2-TZVPD basis set

XYZ file:
```
159
Properties=species:S:1:pos:R:3
Hg 21.608 4.706 17.269
C 29.061 3.295 23.614
C 28.404 3.689 22.296
C 27.347 2.694 21.780
C 27.887 1.308 21.461
N 26.996 0.503 20.517
C 25.597 0.497 21.137
C 25.016 -0.845 20.731
C 26.174 -1.782 20.950
C 27.408 -0.967 20.595
C 26.924 1.114 19.145
C 28.326 1.308 18.501
C 28.191 2.071 17.181
H 29.386 4.173 24.167
H 29.833 2.556 23.406
H 28.291 2.829 24.237
H 29.129 3.891 21.499
H 27.874 4.645 22.293
H 26.880 3.189 20.926
H 26.600 2.637 22.575
H 27.973 0.702 22.363
H 28.908 1.374 21.086
H 25.066 1.399 20.844
H 25.735 0.472 22.219
H 24.644 -0.843 19.703
H 24.136 -1.065 21.338
H 26.105 -2.689 20.349
H 26.195 -2.142 21.980
H 27.822 -1.278 19.635
H 28.208 -1.084 21.321
H 26.373 2.048 19.200
H 26.392 0.390 18.528
H 28.845 0.395 18.215
H 28.908 1.935 19.176
H 27.885 1.383 16.391
H 29.170 2.457 16.899
H 27.441 2.863 17.161
O 23.237 6.517 24.577
C 23.298 5.597 23.819
O 22.442 5.213 22.903
B 22.877 3.935 22.306
O 24.205 3.657 22.945
C 24.478 4.591 23.818
O 25.463 4.677 24.507
O 23.023 3.960 20.839
C 22.047 3.202 20.332
O 21.805 3.096 19.162
C 21.228 2.638 21.479
O 21.869 2.909 22.602
O 20.191 2.051 21.408
O 27.599 -1.746 16.621
C 26.447 -1.466 16.475
O 25.981 -0.331 15.939
B 24.497 -0.280 16.067
O 24.153 -1.601 16.646
C 25.229 -2.272 16.951
O 25.313 -3.326 17.521
O 23.877 -0.058 14.738
C 23.112 1.013 14.813
O 22.579 1.642 13.947
C 23.245 1.576 16.234
O 24.040 0.789 16.919
O 22.754 2.601 16.625
N 23.536 5.474 17.909
S 25.092 5.191 17.879
O 25.815 4.966 19.105
O 25.770 5.858 16.795
F 25.067 3.729 17.232
S 23.796 6.927 18.838
O 24.606 7.931 18.220
O 23.848 6.727 20.255
F 22.348 7.551 18.594
N 21.949 -2.005 18.824
C 21.620 -0.677 18.860
C 20.412 -0.558 19.511
C 19.991 -1.874 19.803
C 20.919 -2.752 19.333
H 22.812 -2.404 18.494
H 22.273 0.112 18.525
H 19.856 0.346 19.689
H 19.128 -2.113 20.406
H 21.045 -3.822 19.355
N 18.777 -1.823 22.963
C 18.066 -0.762 22.479
C 16.807 -1.249 22.246
C 16.793 -2.641 22.596
C 18.065 -2.978 23.025
H 19.791 -1.774 23.027
H 18.503 0.200 22.272
H 16.001 -0.683 21.802
H 15.917 -3.269 22.563
H 18.364 -3.902 23.485
N 26.550 8.678 28.110
C 26.382 8.572 26.750
C 25.908 7.307 26.519
C 25.724 6.686 27.766
C 26.143 7.539 28.753
H 26.885 9.511 28.559
H 26.546 9.382 26.062
H 25.602 6.917 25.564
H 25.386 5.670 27.900
H 26.105 7.438 29.823
N 25.523 1.941 25.380
C 26.410 1.381 26.249
C 26.304 -0.005 26.177
C 25.377 -0.263 25.148
C 24.863 0.948 24.739
H 25.556 2.918 25.104
H 26.988 2.031 26.887
H 26.824 -0.790 26.698
H 25.136 -1.253 24.791
H 24.146 1.188 23.970
N 17.970 1.760 26.304
C 17.932 3.049 26.785
C 18.682 3.823 25.947
C 19.217 3.003 24.933
C 18.618 1.773 25.085
H 17.564 0.955 26.742
H 17.320 3.294 27.637
H 18.908 4.877 26.003
H 19.901 3.312 24.160
H 18.784 0.852 24.550
N 21.870 -0.809 25.131
C 21.782 -2.162 25.310
C 21.739 -2.776 24.076
C 21.816 -1.739 23.124
C 21.940 -0.529 23.789
H 21.999 -0.166 25.892
H 21.785 -2.566 26.309
H 21.690 -3.832 23.869
H 21.788 -1.825 22.046
H 21.932 0.506 23.491
C 17.122 2.980 20.735
C 17.882 2.806 19.405
O 17.451 3.722 18.405
H 16.045 2.922 20.558
H 17.309 3.943 21.209
H 17.388 2.157 21.396
H 17.836 1.772 19.053
H 18.948 2.913 19.606
H 16.494 3.792 18.372
C 18.956 7.019 20.314
C 19.922 5.842 20.234
O 19.934 5.286 18.912
H 19.108 7.659 19.443
H 19.053 7.659 21.188
H 17.932 6.645 20.262
H 19.656 5.064 20.955
H 20.958 6.120 20.432
H 19.090 4.850 18.702
C 22.301 6.643 28.375
C 21.234 6.965 27.329
O 21.685 7.997 26.468
H 23.121 6.079 27.927
H 21.874 5.968 29.123
H 22.767 7.510 28.839
H 20.332 7.316 27.831
H 21.045 6.104 26.680
H 22.402 7.662 25.915
```

electronic energy = -5278.386424 Eh
HOMO energy = -7.90 eV
net charge = 0
LUMO energy = -4.6 eV

***

No. 2
C49H76AsN9OP2Pb | ωB97M-V with the def2-TZVPD basis set

XYZ file:
```
139
Properties=species:S:1:pos:R:3
Pb 0.602 -1.130 0.652
C -0.079 0.365 -3.841
N -0.276 -0.537 -2.717
C -1.633 -1.056 -2.550
C -2.382 -0.399 -1.427
N -1.894 -0.162 -0.242
C -2.931 0.413 0.478
C -2.976 0.837 1.807
C -4.164 1.368 2.273
C -5.292 1.475 1.445
C -5.267 1.044 0.131
C -4.069 0.511 -0.329
N -3.687 -0.037 -1.540
C -0.932 1.595 -3.749
N -1.467 2.069 -2.661
C -2.211 3.172 -3.066
C -3.041 4.011 -2.323
C -3.683 5.034 -2.993
C -3.516 5.223 -4.374
C -2.717 4.386 -5.128
C -2.077 3.357 -4.446
N -1.251 2.325 -4.860
H 0.973 0.666 -3.853
H -0.285 -0.112 -4.812
H 0.377 -1.304 -2.793
H -2.221 -0.967 -3.472
H -1.581 -2.124 -2.317
H -2.123 0.707 2.463
H -4.238 1.686 3.305
H -6.206 1.889 1.848
H -6.144 1.112 -0.499
H -4.242 -0.091 -2.376
H -3.197 3.838 -1.265
H -4.342 5.699 -2.450
H -4.040 6.034 -4.862
H -2.607 4.524 -6.196
H -0.982 2.115 -5.805
C 3.359 -2.295 3.307
C 2.766 -1.123 4.094
C 2.653 -1.450 5.580
P 1.216 -0.474 3.284
C 1.326 1.381 3.358
C 0.883 2.073 4.641
C 2.717 1.845 2.925
C -0.290 -1.005 4.123
C -0.501 -0.745 5.486
C -1.611 -1.204 6.159
C -2.538 -1.971 5.453
C -2.371 -2.244 4.115
C -1.256 -1.761 3.387
N -1.050 -2.033 2.070
C -1.868 -2.834 1.261
C -3.253 -2.684 1.116
C -3.945 -3.399 0.155
C -3.284 -4.285 -0.690
C -1.921 -4.475 -0.537
C -1.208 -3.770 0.431
P 0.543 -4.019 0.872
C 1.463 -4.816 -0.528
C 1.402 -3.906 -1.760
C 1.214 -6.278 -0.897
C 0.425 -5.316 2.200
C -0.591 -6.415 1.883
C 0.076 -4.735 3.573
H 4.363 -2.510 3.680
H 3.422 -2.067 2.240
H 2.774 -3.199 3.422
H 3.463 -0.290 3.974
H 1.887 -2.203 5.765
H 2.416 -0.571 6.181
H 3.606 -1.845 5.937
H 0.635 1.668 2.557
H 0.902 3.159 4.492
H -0.126 1.793 4.937
H 1.559 1.856 5.472
H 3.451 1.700 3.719
H 2.699 2.910 2.681
H 3.054 1.316 2.029
H 0.239 -0.178 6.034
H -1.747 -0.993 7.210
H -3.406 -2.370 5.963
H -3.099 -2.864 3.614
H -3.779 -1.966 1.731
H -5.014 -3.257 0.058
H -3.831 -4.841 -1.440
H -1.416 -5.196 -1.165
H 2.490 -4.762 -0.143
H 0.389 -3.860 -2.166
H 2.054 -4.295 -2.544
H 1.732 -2.890 -1.524
H 0.205 -6.458 -1.266
H 1.391 -6.946 -0.055
H 1.906 -6.567 -1.691
H 1.433 -5.746 2.225
H -1.603 -6.010 1.916
H -0.522 -7.197 2.642
H -0.448 -6.879 0.910
H -0.993 -4.524 3.631
H 0.590 -3.810 3.803
H 0.309 -5.464 4.351
N 0.342 6.641 2.459
C 0.144 5.931 1.126
C -0.265 4.496 1.389
C -0.613 3.809 0.054
N -0.375 2.370 0.191
C 0.220 4.384 -1.103
C 1.604 4.839 -0.650
N 2.372 3.759 -0.021
C 1.441 6.033 0.326
H -0.520 6.663 3.005
H 0.665 7.601 2.325
H 1.051 6.146 3.006
H -0.669 6.477 0.643
H -1.120 4.443 2.070
H 0.573 3.964 1.850
H -1.668 4.017 -0.164
H -0.618 1.930 -0.698
H -1.055 1.988 0.843
H -0.309 5.233 -1.546
H 0.298 3.627 -1.886
H 2.157 5.215 -1.512
H 3.163 3.498 -0.594
H 1.798 2.929 0.107
H 1.466 6.981 -0.215
H 2.300 6.007 1.003
C 5.885 -1.203 1.272
As 4.823 -0.622 -0.219
C 5.457 1.132 -0.681
C 5.250 -1.781 -1.689
O 3.197 -0.602 0.094
H 6.942 -1.084 1.038
H 5.672 -2.250 1.482
H 5.630 -0.602 2.143
H 6.518 1.105 -0.925
H 5.293 1.797 0.166
H 4.894 1.486 -1.543
H 6.326 -1.807 -1.855
H 4.748 -1.416 -2.584
H 4.891 -2.782 -1.457
```

electronic energy = -5591.766337 Eh
HOMO energy = -10.54 eV
net charge = +2
LUMO energy = -4.5 eV

***

No. 3
C49H88F3N16O3S | ωB97M-V with the def2-TZVPD basis set

XYZ file:
```
160
Properties=species:S:1:pos:R:3
C -1.250 2.776 10.904
C -2.033 2.916 9.574
N -1.636 1.973 8.477
C -0.471 2.012 7.721
C -0.444 1.008 6.768
N -1.519 0.161 7.072
C -2.213 0.786 8.017
C -1.878 -1.050 6.388
H -0.266 3.245 10.891
H -1.159 1.784 11.346
H -1.832 3.278 11.678
H -1.909 3.925 9.180
H -3.100 2.797 9.762
H 0.199 2.855 7.800
H 0.284 0.720 6.025
H -3.199 0.504 8.357
H -1.992 -1.945 7.000
H -1.066 -1.255 5.691
H -2.833 -0.947 5.872
C -7.884 -1.479 -1.197
C -8.870 -0.635 -1.942
N -8.385 0.711 -2.156
C -7.250 1.351 -1.543
C -7.234 2.632 -1.992
N -8.219 2.769 -3.004
C -8.962 1.646 -3.030
C -8.269 3.929 -3.940
H -6.926 -1.406 -1.714
H -8.201 -2.521 -1.222
H -7.805 -1.108 -0.175
H -9.877 -0.707 -1.530
H -8.810 -1.059 -2.945
H -6.602 0.850 -0.839
H -6.517 3.396 -1.728
H -9.809 1.362 -3.637
H -8.575 4.852 -3.449
H -8.907 3.882 -4.822
H -7.256 4.155 -4.273
C 5.460 -0.602 -1.264
C 6.720 -0.997 -2.055
N 6.704 -0.973 -3.504
C 7.585 -1.566 -4.410
C 7.099 -1.369 -5.684
N 5.992 -0.576 -5.640
C 5.765 -0.311 -4.296
C 5.185 -0.073 -6.836
H 5.035 0.376 -1.491
H 5.810 -0.434 -0.246
H 4.628 -1.295 -1.140
H 7.001 -2.028 -1.840
H 7.547 -0.319 -1.849
H 8.357 -2.147 -3.929
H 7.507 -1.748 -6.610
H 4.978 0.376 -4.023
H 5.354 0.956 -7.154
H 4.107 -0.032 -6.681
H 5.515 -0.563 -7.753
C 2.416 -6.959 -4.152
C 3.516 -5.953 -4.177
N 4.864 -6.552 -3.932
C 5.395 -6.960 -2.738
C 6.648 -7.498 -2.975
N 6.867 -7.466 -4.326
C 5.811 -6.899 -4.915
C 8.112 -7.846 -4.994
H 2.387 -7.414 -3.162
H 2.596 -7.710 -4.921
H 1.422 -6.594 -4.412
H 3.321 -5.096 -3.531
H 3.724 -5.529 -5.159
H 4.891 -6.811 -1.794
H 7.397 -7.821 -2.267
H 5.703 -6.762 -5.981
H 7.981 -7.626 -6.053
H 8.345 -8.896 -4.816
H 8.946 -7.208 -4.704
C -4.312 6.366 3.236
C -2.984 5.874 3.850
N -1.875 6.652 3.427
C -1.559 6.885 2.133
C -0.462 7.702 2.145
N -0.058 8.016 3.444
C -0.879 7.248 4.200
C 1.098 8.740 3.922
H -4.799 5.400 3.099
H -4.313 6.746 2.215
H -5.000 6.958 3.839
H -2.755 4.870 3.495
H -3.137 5.832 4.929
H -2.125 6.453 1.321
H 0.052 8.031 1.254
H -0.858 7.267 5.280
H 1.763 8.772 3.059
H 1.522 8.257 4.802
H 0.750 9.748 4.147
C -1.717 3.154 -6.716
C -2.833 4.149 -6.338
N -2.843 5.385 -7.176
C -3.481 5.595 -8.371
C -3.159 6.827 -8.930
N -2.357 7.496 -8.003
C -2.155 6.597 -6.923
C -1.758 8.787 -8.080
H -1.810 2.910 -7.774
H -1.634 2.227 -6.149
H -0.711 3.574 -6.712
H -2.686 4.450 -5.301
H -3.855 3.778 -6.423
H -4.071 4.825 -8.847
H -3.511 7.269 -9.851
H -1.701 6.813 -5.967
H -0.839 8.635 -7.514
H -2.310 9.469 -7.434
H -1.640 9.231 -9.068
C -4.671 -8.492 1.616
C -3.823 -9.791 1.725
N -4.630 -10.939 1.842
C -5.466 -11.181 2.932
C -6.071 -12.406 2.735
N -5.551 -12.974 1.591
C -4.659 -12.066 1.000
C -5.909 -14.289 1.107
H -5.451 -8.514 0.854
H -4.009 -7.673 1.337
H -5.139 -8.201 2.556
H -3.104 -9.547 2.508
H -3.222 -9.862 0.818
H -5.639 -10.443 3.702
H -6.688 -12.979 3.410
H -4.045 -12.164 0.117
H -5.038 -14.921 0.934
H -6.502 -14.135 0.206
H -6.511 -14.776 1.874
C 5.052 3.868 3.763
C 6.363 4.689 3.605
N 7.363 4.400 4.580
C 7.750 5.168 5.662
C 8.713 4.535 6.429
N 8.996 3.407 5.694
C 8.085 3.225 4.663
C 10.083 2.481 5.883
H 4.305 4.221 3.052
H 4.719 3.916 4.800
H 5.229 2.794 3.715
H 6.256 5.773 3.611
H 6.850 4.465 2.655
H 7.159 6.040 5.899
H 9.364 4.714 7.271
H 8.097 2.424 3.939
H 10.745 3.091 6.498
H 10.434 2.172 4.898
H 9.942 1.584 6.486
C -1.517 -1.564 -0.868
F -2.144 -1.587 -2.046
F -2.437 -1.722 0.120
F -0.693 -2.602 -0.812
S -0.523 0.153 -0.686
O 0.428 0.140 -1.777
O -1.575 1.180 -0.736
O 0.068 0.159 0.654
```

electronic energy = -3716.918937 Eh
HOMO energy = -17.57 eV
net charge = +7
LUMO energy = -10.2 eV